DFT (ωB97M-V/def2-TZVPD) results for a 12-piece molecular cluster, C38H76O41S5 overall.

```
160
C38H76O41S5 | the Open Molecules 2025 dataset | ωB97M-V/def2-TZVPD
C 1.3115 -7.0946 0.3395
C 2.6906 -6.4931 0.6309
O 2.3515 -5.3175 1.3586
C 3.2245 -4.3686 1.6283
O 4.3538 -4.2534 1.1491
O 2.7376 -3.6164 2.6030
C 3.3851 -2.4505 2.9928
H 1.5629 -8.0428 -0.1357
H 0.7619 -6.3778 -0.2708
H 0.8744 -7.2737 1.3218
H 3.1277 -6.2612 -0.3403
H 3.3375 -7.0542 1.3053
H 3.0323 -2.1564 3.9813
H 3.1370 -1.6240 2.3269
H 4.4720 -2.5187 2.9476
C -1.5816 4.9071 -4.7095
C -1.4103 3.4782 -5.3149
O -1.1804 2.5976 -4.2224
C -0.3895 1.4835 -4.3408
O 0.2063 1.2034 -5.3268
O -0.4234 0.8662 -3.1208
C 0.3209 -0.3535 -3.0851
H -0.5801 5.1757 -4.3733
H -2.1713 5.0139 -3.7990
H -1.9251 5.6329 -5.4466
H -0.5352 3.4586 -5.9645
H -2.2649 3.0619 -5.8481
H -0.0868 -0.9605 -3.8934
H 0.0811 -0.9057 -2.1765
H 1.3934 -0.1610 -3.0537
C 2.6209 3.9815 -2.8521
C 3.5564 4.4593 -1.7848
O 2.8681 4.6644 -0.5138
C 3.1456 5.8461 0.1816
O 4.0295 6.6808 -0.1406
O 2.1797 5.9423 1.1361
C 2.1247 7.1482 1.9291
H 3.0989 3.6583 -3.7769
H 1.9595 4.7829 -3.1812
H 2.1026 3.0992 -2.4765
H 4.0190 5.3673 -2.1718
H 4.2479 3.6789 -1.4674
H 1.7228 7.9619 1.3253
H 3.0759 7.4624 2.3588
H 1.4573 6.9013 2.7548
C -0.4213 -2.5639 0.8656
C -1.6043 -1.6054 1.2331
O -1.4821 -0.4050 0.5204
C -0.5635 0.5994 0.7372
O 0.2883 0.5380 1.6480
O -0.8570 1.5517 -0.1463
C -0.1611 2.8488 -0.1028
H -0.4850 -2.7424 -0.2078
H -0.4755 -3.5681 1.2860
H 0.5806 -2.2323 1.1381
H -1.5796 -1.3535 2.2933
H -2.6246 -1.9172 1.0098
H 0.8500 2.7303 0.2867
H -0.7724 3.5206 0.4998
H 0.0282 3.2376 -1.1033
C 4.8413 1.7657 1.5399
C 4.6199 1.6690 3.1047
O 3.2932 2.0080 3.3541
C 2.8306 1.9398 4.6441
O 3.3956 1.4325 5.6118
O 1.7061 2.6899 4.7100
C 1.1283 3.3269 3.5711
H 4.2690 0.9921 1.0280
H 5.9285 1.7286 1.6080
H 4.6462 2.6915 0.9986
H 5.2813 2.3824 3.5963
H 4.8278 0.6820 3.5177
H 1.7459 4.1989 3.3563
H 0.1206 3.7006 3.7526
H 1.0955 2.6253 2.7375
C 7.6422 -2.7210 -4.5789
C 6.3317 -3.3962 -4.5141
O 5.2955 -2.5299 -3.9686
C 4.2803 -3.0817 -3.3354
O 3.9395 -4.3077 -3.3857
O 3.7044 -2.0929 -2.5480
C 2.8241 -2.5146 -1.4814
H 8.2874 -3.0257 -5.4029
H 8.1414 -2.9715 -3.6429
H 7.5302 -1.6374 -4.6160
H 6.5268 -4.3568 -4.0373
H 5.8829 -3.7031 -5.4588
H 2.2364 -1.6764 -1.1072
H 3.3988 -3.0664 -0.7374
H 2.1584 -3.3107 -1.8148
C -4.9169 -6.4199 7.8601
C -3.8245 -5.7768 7.0236
O -4.3402 -5.1423 5.8385
C -4.7214 -3.7958 5.7867
O -4.7287 -3.0943 6.7655
O -4.9366 -3.3500 4.5527
C -4.5842 -3.9690 3.3333
H -4.4456 -6.9651 8.6779
H -5.5407 -7.0505 7.2266
H -5.5977 -5.6915 8.3008
H -3.2418 -6.6137 6.6387
H -3.0863 -5.1660 7.5432
H -5.2478 -4.8338 3.3286
H -3.5201 -4.2045 3.3499
H -4.7509 -3.4281 2.4018
C -3.9940 0.5655 -1.6330
C -3.6601 1.8861 -2.3366
O -4.3635 2.9080 -1.6138
S -4.6018 2.3983 0.0017
O -5.8862 2.8296 0.5491
O -3.4526 2.4715 0.8431
O -4.8034 0.8220 -0.5001
H -3.0632 0.1186 -1.2835
H -4.5330 -0.0494 -2.3537
H -4.0743 1.8851 -3.3449
H -2.5904 2.0610 -2.2215
C -1.5041 7.5933 2.2529
C -1.7014 6.0876 1.9372
O -3.0156 5.8011 2.3813
S -3.9811 7.1385 2.5068
O -4.1529 7.4285 3.9014
O -5.1505 6.9156 1.6048
O -2.7363 8.0150 1.8177
H -0.7550 8.0937 1.6392
H -1.4159 7.8003 3.3195
H -1.1573 5.3821 2.5652
H -1.7181 5.8028 0.8852
C -1.6485 -9.3847 0.8661
C -3.0824 -9.1710 0.5640
O -3.0613 -7.7140 0.4245
S -2.1422 -6.9897 1.6229
O -2.8044 -6.8773 2.9094
O -1.4048 -5.8965 1.0392
O -1.2135 -8.2938 1.6973
H -1.0791 -9.3156 -0.0608
H -1.3416 -10.3450 1.2807
H -3.6727 -9.3603 1.4605
H -3.5296 -9.6029 -0.3313
C -0.0271 8.6374 -3.6505
C -1.4946 8.4719 -3.5995
O -1.7262 7.3385 -2.7457
S -0.3383 6.8227 -1.9321
O -0.3378 5.3796 -1.7943
O -0.0146 7.6509 -0.7714
O 0.5280 7.4261 -3.2005
H 0.2621 9.4475 -2.9810
H 0.3705 8.8851 -4.6347
H -1.8565 8.3214 -4.6167
H -1.9768 9.3836 -3.2470
C -2.4650 -2.9447 -2.9076
C -2.3048 -4.2633 -2.0685
O -0.9625 -4.6628 -2.3259
S -0.6015 -4.3604 -3.8767
O -1.0939 -5.3452 -4.7687
O 0.8465 -4.0218 -3.8905
O -1.5431 -3.0440 -3.9600
H -2.2046 -2.0387 -2.3605
H -3.4756 -2.8011 -3.2901
H -2.9842 -5.0785 -2.3175
H -2.4782 -4.0166 -1.0210
```

The value obtained for the HOMO-LUMO gap (spin up / spin down) is 1.2 / 8.2 eV. As for the spin multiplicity: 2. As for the strongest force on any atom: 4.98 eV Å⁻¹. Its expectation value of S² is 0.7526. Its charge is -1.